ORCA calculation (the ωB97M-V functional and the def2-TZVPD basis) on a 5-piece molecular cluster, C30H64N3O5 overall.

XYZ file:
```
102
Properties=species:S:1:pos:R:3:forces:R:3:mulliken_charge:R:1
O -2.11813 11.34536 17.73720 -0.2621 0.0498 0.4260 -0.3224
O -2.35573 13.02696 19.23442 0.3044 -0.2202 -0.3617 -0.5072
O -2.61822 5.37060 18.95954 -0.3784 0.3074 -0.4631 -0.7548
O -3.43011 11.06922 19.52792 0.3525 0.4502 -0.1109 -0.7351
O -0.91068 6.66654 18.31385 0.0527 0.2282 -0.6947 -0.7740
N 0.01310 14.61642 17.16857 1.1233 1.2544 0.4257 0.3159
N -3.90120 5.54854 15.03023 1.5397 -0.8979 0.4342 0.2978
N -4.86741 12.51354 22.64773 -1.6188 -0.7749 0.7008 0.2502
C -0.51167 15.38461 18.33024 -1.4877 -0.1909 1.0605 -0.6343
C -0.17980 16.25819 15.43268 0.6891 0.1480 -0.9852 -0.6779
C -4.21795 8.98448 24.24958 -0.0275 0.5264 -0.8732 -0.6861
C -5.79305 13.08312 23.70965 1.6608 0.8576 0.5092 -0.5091
C -2.65895 11.84756 18.92291 -0.8464 0.0640 0.6656 0.5104
C 0.50949 15.82579 19.36349 0.9097 -0.1448 0.0626 -0.5600
C -2.70687 7.71605 19.43410 -0.1462 -0.1659 0.2949 -0.2667
C 0.10618 17.10499 20.09182 -0.9224 0.8903 -1.0180 -0.6961
C -4.12605 10.49234 23.99664 -0.0752 0.3963 -0.1572 -0.3673
C -3.28322 9.24590 14.11544 -0.0423 0.0724 -0.3094 -0.6658
C -4.54407 5.62176 16.34686 0.1407 1.3693 1.3308 -1.0385
C -5.50791 13.04120 21.39777 0.3581 0.3081 -0.9853 -0.0078
C -4.88197 11.00406 22.77368 0.7536 -0.3900 -0.8504 -0.6356
C -2.02281 6.47756 18.84531 0.2708 -0.7124 0.7304 0.6509
C -1.47303 15.40267 15.42745 0.9252 0.4105 -0.2349 -0.6816
C -3.53978 8.06036 15.03328 -0.3334 -0.3472 0.7045 0.0407
C -2.48371 5.07515 15.34513 0.5885 -0.3898 -0.3564 -0.6383
C -3.90074 3.13180 14.92526 0.1513 0.3382 -0.0078 -0.6962
C -4.36986 4.38364 14.20031 -0.8145 0.8472 -0.2794 -0.6005
C -3.50556 13.04591 22.76439 0.4344 1.1867 -0.7778 -1.1167
C -5.94209 14.47723 21.74428 0.2850 -0.3646 0.1163 -0.6906
C -3.57948 8.13407 23.14980 0.3216 -0.1016 0.7093 -1.1632
C -2.63367 3.59264 15.68132 0.4360 -0.1301 0.2713 -0.6477
C 0.61183 18.32572 19.30137 1.2776 -0.2280 0.5465 -1.0407
C -6.00859 14.51635 23.28930 -1.1507 0.8433 -0.2564 -0.7299
C -1.91235 9.31590 13.47302 0.3563 0.6486 -0.8752 -1.3281
C 0.86011 15.51551 16.29904 -1.6512 -0.2712 -1.2106 -0.5783
C 0.81709 13.47916 17.64942 -0.3524 -0.4063 0.9233 -0.9001
C -1.10634 14.20443 16.29588 -1.0549 -0.5089 -0.0434 -0.2208
C -3.89248 6.82348 14.24914 -0.2685 -0.9498 -0.4727 -0.9709
H -1.23973 14.72578 18.82619 0.2909 -0.2163 -0.1837 0.1801
H -5.44300 4.51248 14.04207 -0.0345 -0.3037 0.2256 0.4310
H -6.71963 12.52553 23.74959 0.0754 -0.3121 -0.0896 0.4033
H -1.72824 3.07833 15.36083 -0.0932 -0.0313 -0.1851 0.4377
H -1.90750 13.82544 16.93178 0.0826 -0.0382 0.0312 -0.0746
H -4.00252 9.21187 13.28716 -0.1609 0.0262 0.2114 0.2763
H -3.66796 8.85251 25.17923 -0.3351 -0.4157 0.1853 0.3281
H -5.42765 6.25558 16.38306 -0.4236 -0.5348 -0.5153 0.4113
H -1.98548 8.41405 19.85450 0.0999 0.2363 -0.5258 0.3849
H -2.33670 15.98827 15.72575 -0.0857 -0.2165 0.3356 0.3608
H -1.63115 15.08307 14.40043 -0.3128 -0.1459 0.0862 0.3471
H -3.57162 7.10125 23.50109 -0.1257 -0.0848 -0.2964 0.4428
H -0.29265 17.32492 15.61611 -0.2477 -0.1233 0.6097 0.2879
H 0.23703 13.00762 18.44479 -0.0871 -0.3584 -0.3027 0.2260
H -3.50288 10.17100 14.64217 0.0949 0.0207 0.2227 0.4119
H -5.92429 10.68618 22.75776 -0.0101 0.0644 -0.0079 0.3384
H -5.21504 13.03734 24.62935 -0.4939 -0.2638 0.2972 0.3875
H 1.00676 12.80190 16.82603 0.1138 -0.0883 0.0127 0.4690
H 0.38303 18.22743 18.23908 -0.1705 0.1711 0.0182 0.1612
H -1.90812 5.11589 14.41627 -0.2014 0.3911 -0.0613 0.4512
H -4.37249 10.66145 21.86565 -0.2518 -0.1067 -0.0376 0.3128
H -6.30913 12.38385 21.06765 -0.0915 -0.1036 0.3986 0.3685
H -5.27116 8.70605 24.32964 0.0576 -0.1006 0.4656 0.3330
H -2.88066 12.63798 21.96762 -0.0463 -0.4518 0.2025 0.3282
H 0.41807 17.14284 21.13016 0.1542 -0.1235 0.0235 0.3770
H -6.99796 14.86303 23.59866 -0.0816 -0.3048 -0.0273 0.3866
H -4.48849 11.02271 24.88240 0.1630 -0.0680 0.0705 0.2337
H 1.48698 15.98487 18.89090 -0.0495 0.1760 0.0452 0.4270
H -3.14988 6.59560 13.48093 -0.0283 0.4213 -0.1431 0.2300
H -3.06854 10.72272 23.84586 -0.0105 0.0895 0.1955 0.4020
H -4.77358 13.06388 20.59069 0.1144 -0.3996 0.1152 -0.1430
H -2.51555 10.45814 17.74953 0.3671 -0.0057 -0.2596 0.1067
H -3.29446 8.14770 18.61689 0.0391 0.4120 0.2165 -0.0826
H 1.53652 16.16681 16.83098 0.1873 -0.2697 0.2834 0.4009
H -2.67111 3.40823 16.75468 -0.2735 0.2273 0.0288 0.2727
H -5.18671 15.13290 21.31572 -0.1920 0.3380 0.1949 0.3106
H -4.87192 6.83171 13.76427 -0.0119 0.4906 0.0280 0.3859
H -4.08979 8.19411 22.19320 -0.0391 0.0097 -0.0188 0.2410
H -1.17240 16.17692 17.96748 0.6165 0.3467 -0.3097 0.3686
H -3.84435 6.15026 16.99905 -0.0060 -0.1506 0.0901 0.2462
H -4.35295 8.32315 15.71635 -0.1125 -0.1085 -0.1377 0.3315
H 0.23858 16.24390 14.42218 -0.0685 0.0929 0.0215 0.4123
H -2.52700 8.39802 23.01973 -0.0712 0.1268 -0.1820 0.3574
H -0.98842 17.18842 20.06400 0.0271 -0.2697 0.4073 0.2978
H -3.37844 7.48894 20.26177 -0.2244 -0.3367 -0.2659 0.0757
H -3.71230 2.35232 14.19250 -0.0134 -0.1480 0.1245 0.3666
H 1.70730 18.34570 19.39892 -0.0783 -0.1137 -0.2897 0.2938
H 1.32953 14.81210 15.61431 0.6825 0.1475 0.2768 0.5189
H -3.09743 12.94885 23.76156 -0.0258 -0.2777 0.0444 0.3416
H 0.70758 15.02023 20.07412 -0.2944 -0.0683 -0.0280 0.3951
H -3.56135 14.10579 22.50923 0.0177 0.0211 0.2777 0.4997
H -4.64776 2.79671 15.63974 -0.1036 -0.1714 -0.1642 0.3480
H -2.72231 7.77447 15.70760 0.3130 0.5487 -0.2515 0.2758
H -5.38247 15.26842 23.76725 0.5970 -0.3770 -0.1891 0.3248
H -6.90823 14.72204 21.31358 0.0446 -0.0276 -0.1672 0.3941
H -1.98452 5.68165 16.10360 -0.2290 -0.0417 0.1542 0.3026
H -1.86899 8.75216 12.53574 0.1737 -0.5413 0.3981 0.3761
H -4.63011 4.65722 16.82854 -0.3654 -0.1206 -0.2637 0.2914
H -1.72739 10.32353 13.07970 -0.1051 0.0771 0.3437 0.3943
H 1.72743 13.84138 18.11594 0.1735 0.0873 -0.2967 0.3585
H 0.33755 19.30848 19.68131 -0.5970 -0.1528 -0.0311 0.4077
H -1.07449 9.08904 14.13011 -0.0935 -0.2579 0.0402 0.3272
H -3.91914 4.54875 13.21992 0.2186 -0.3186 0.0653 0.4387
H -0.75032 13.36590 15.70228 0.0433 0.0245 -0.1053 0.4789
```
Positions in Å, forces in eV/Å.

**Energy relative to the best compared isomer or geometry (same formula, charge and spin)**: 0.0 kcal per mole
**Total charge**: +1
**Lowest unoccupied orbital energy**: -0.0570 Ha
**E_tot**: -1721.6746 Eh
**Spin multiplicity**: 1
**HOMO-LUMO gap**: 6.9 eV

=====

ORCA calculation (the ωB97M-V functional and the def2-TZVPD basis) on one molecule with the formula C5H7NO.

XYZ file:
```
14
Properties=species:S:1:pos:R:3:forces:R:3:mulliken_charge:R:1
O 1.63866 -1.12996 0.82678 -0.7231 -0.3151 -0.2688 -0.4903
N 0.48289 1.71016 -0.09947 2.4826 -4.2819 1.8714 -0.6935
C 0.74660 -1.72660 0.27315 -0.3181 -0.2372 -0.5507 0.0555
C -0.43226 -1.19657 -0.65044 2.8193 -3.9963 1.6328 -0.5856
C -0.65019 1.38321 0.89235 3.1522 -1.1135 0.8603 -0.4978
C -0.68874 1.14044 -0.61466 -3.3657 5.4307 1.1019 0.3000
C -1.07776 -0.10063 -0.96114 -1.6922 -4.3763 -0.2332 0.0368
H 0.61143 -2.95897 0.41193 0.3961 2.8732 -0.2871 0.1983
H -0.15330 0.57898 1.68748 -2.3577 2.0062 -2.1310 0.2040
H -2.17138 -0.17013 -1.19277 1.2385 -0.2678 -0.6252 0.2457
H -0.97331 2.32000 1.23292 -1.0999 0.7312 0.8894 0.2905
H -0.71957 -2.19891 -0.82656 -2.0031 -0.4663 -1.0653 0.2242
H 1.04261 0.73030 0.25770 -0.5861 3.5196 -2.0388 0.4494
H -1.51184 1.76811 -1.12425 2.0571 0.4936 0.8444 0.2626
```
Positions in Å, forces in eV/Å.

**Structure (SMILES)**: O=C/C=C\[C@H]1CN1
**Energy relative to the best compared isomer or geometry (same formula, charge and spin)**: 131.3 kcal per mole
**Lowest unoccupied orbital energy**: -0.0093 Ha
**E_tot**: -324.5152 Eh
**Spin multiplicity**: 1
**HOMO-LUMO gap**: 8.9 eV

=====

ORCA calculation (the ωB97M-V functional and the def2-TZVPD basis) on one molecule with the formula C20H21N5O3S.

XYZ file:
```
50
Properties=species:S:1:pos:R:3:forces:R:3:mulliken_charge:R:1
S -3.71913 2.82966 -0.29302 -0.2265 0.2311 -0.2311 -0.2247
O -1.73500 -0.35904 -1.65912 -0.4617 -0.1895 0.3811 -0.4468
O -5.44961 -0.23803 1.43089 -0.0769 -0.1183 0.2162 -0.6398
O 6.10322 1.36759 -0.29577 -0.0031 0.2709 -0.0749 -0.6066
N -1.24705 0.79157 1.78534 1.1609 -0.4759 0.2927 -0.6746
N -4.02762 -0.17184 -0.35230 0.2249 -0.1491 -0.6573 -0.1031
N -1.09876 2.15524 0.07423 -0.3710 -0.3805 0.6628 0.2857
N -2.46707 1.28424 1.56302 -0.9263 0.6014 -0.2590 -0.3255
N 4.93566 -0.41363 0.52216 -0.1070 -0.4067 0.1665 -0.1684
C -0.41872 1.29966 0.90804 -0.4135 0.1520 0.0508 0.6267
C 3.29660 1.39600 0.33406 0.2518 0.0981 -0.0806 -0.5664
C -5.08283 1.87852 0.43874 0.2521 0.1524 0.1957 -0.6305
C -2.38129 2.08332 0.53441 0.0829 0.1184 0.1275 0.2294
C -3.71820 -2.40676 0.59989 -0.0316 0.0364 0.0045 -0.5103
C 1.98405 1.81484 0.43546 -0.2058 -0.2868 0.1331 -0.5428
C -2.07173 -1.44801 -0.88420 -0.0591 0.0044 0.0109 1.1961
C 7.29309 -0.66006 0.19547 0.0858 0.2227 -0.0837 -1.3263
C -3.30035 -1.36031 -0.20453 0.0186 -0.0216 0.0205 -0.0612
C -0.56242 -0.43775 -2.43071 0.2359 -0.0092 -0.1519 -1.0017
C 3.62983 0.07181 0.60515 -0.3313 0.2296 -0.0200 1.0503
C -1.28807 -2.57827 -0.73375 0.0860 0.2029 -0.1695 -0.5094
C 0.97794 0.92489 0.80261 0.3979 -0.0399 -0.0961 -0.0237
C 2.62573 -0.81738 0.99451 0.1121 0.0846 -0.0117 -0.7315
C -1.71711 -3.61817 0.07852 -0.0442 -0.1125 0.1006 -0.6413
C -4.85547 0.37142 0.57605 -0.2347 0.2885 -0.1754 0.4788
C -2.92550 -3.53407 0.74010 0.1510 -0.0747 -0.0316 -0.7821
C 1.31829 -0.39767 1.09413 0.0069 0.1482 -0.0663 -1.1171
C -0.64701 2.91466 -1.05354 0.1390 0.2631 -0.3237 -1.2046
C 6.06966 0.22838 0.10468 0.2964 -0.3931 0.0432 0.8070
H 4.06850 2.09141 0.05127 0.0201 0.0017 0.0011 0.5416
H 2.87868 -1.84380 1.22174 0.0217 -0.1180 0.0206 0.2857
H -0.38814 3.93377 -0.75574 0.0421 -0.0554 -0.0712 0.3012
H -1.09252 -4.49187 0.18867 0.0459 -0.0805 0.0056 0.3967
H -0.33477 -2.65717 -1.23229 0.0737 0.0328 -0.0753 0.4162
H 0.33232 -0.47642 -1.79924 -0.0331 -0.0130 -0.0198 0.3175
H 7.16484 -1.54446 -0.42542 0.0036 -0.0970 -0.0186 0.3361
H 0.53751 -1.07813 1.39650 -0.0746 -0.0920 0.0166 0.5529
H -0.57884 -1.30787 -3.09390 0.0078 0.0274 0.0267 0.4525
H 8.16117 -0.10568 -0.14838 -0.0246 0.0107 -0.0021 0.3544
H -3.25645 -4.34268 1.37286 -0.0355 -0.0725 0.0625 0.3870
H 1.75624 2.85487 0.25961 -0.0255 0.1031 -0.0374 0.5856
H 0.22527 2.43245 -1.49226 -0.0760 0.0448 -0.0235 0.4829
H 5.04175 -1.37544 0.81541 0.0846 0.2021 -0.0733 0.1950
H -5.28756 2.27112 1.43478 -0.0470 -0.1855 -0.0911 0.3629
H -3.61220 0.45805 -1.02927 -0.1444 0.0086 0.2296 0.3099
H -0.54264 0.46888 -3.03434 0.0520 -0.0607 0.0130 0.2409
H -4.65235 -2.31849 1.12758 -0.0534 0.0148 -0.0084 0.5123
H -1.45187 2.96385 -1.78887 0.0945 -0.0491 -0.0291 0.3750
H 7.45397 -0.97318 1.22508 0.0226 -0.0677 0.0689 0.3326
H -5.94405 2.06995 -0.20431 0.0357 -0.0014 0.0320 0.4255
```
Positions in Å, forces in eV/Å.

**Structure (SMILES)**: COc1ccccc1NC(=O)CSc1nnc(-c2ccc(NC(C)=O)cc2)n1C
**Energy relative to the best compared isomer or geometry (same formula, charge and spin)**: 44.8 kcal per mole
**Lowest unoccupied orbital energy**: 0.0148 Ha
**E_tot**: -1672.4570 Eh
**Spin multiplicity**: 1
**HOMO-LUMO gap**: 8.4 eV

=====

- Which formula does entry 3 have?
  C20H21N5O3S